[1]
Computed, not measured: a molecular structure, C4H8O2, with ωB97M-V/def2-TZVPD.

```
! wB97M-V def2-TZVPD RIJCOSX def2/J DEFGRID3
* xyz 0 1
O -0.284 -0.228 1.425
O -0.849 1.149 -1.019
C -0.643 -0.197 -0.650
C 1.739 0.462 -0.062
C 0.560 -0.418 0.258
C -1.422 -0.586 0.613
H 1.538 1.517 0.132
H -1.393 1.571 -0.345
H -2.318 -0.001 0.860
H 0.866 -1.476 0.233
H 2.675 0.151 0.408
H -0.604 -0.775 -1.577
H -1.660 -1.657 0.688
H 1.839 0.339 -1.150
*
```

natural (NBO) population analysis, charges in e, atoms 1 to 8: -0.53, -0.71, 0.05, -0.63, 0.08, -0.10, 0.23, 0.47

=====

[2]
Computed, not measured: C4H8O2 in the gas phase, with ωB97M-V/def2-TZVPD.

```
! wB97M-V def2-TZVPD RIJCOSX def2/J DEFGRID3
* xyz 0 1
O 1.399 0.849 -0.092
O -1.158 1.606 -0.875
C 1.666 -0.420 -0.656
C 0.236 -0.947 0.078
C -1.652 0.987 0.044
C -0.914 -0.070 0.836
H 0.656 1.184 -0.615
H 1.769 -0.340 -1.779
H -1.691 -0.785 1.186
H -2.709 1.207 0.330
H -0.586 0.426 1.767
H -0.312 -1.422 -0.717
H 2.735 -0.652 -0.362
H 0.560 -1.624 0.855
*
```

SMILES ... O=CCCCO

natural (NBO) population analysis, charges in e, atoms 1 to 8: -0.76, -0.55, -0.08, -0.39, 0.45, -0.51, 0.48, 0.17

=====

[3]
Computed, not measured: C4H8O2 in the gas phase, with ωB97M-V/def2-TZVPD.

```
! wB97M-V def2-TZVPD RIJCOSX def2/J DEFGRID3
* xyz 0 1
O -0.104 -1.062 1.198
O -0.967 0.684 -1.500
C 0.583 -0.627 0.003
C 1.459 0.649 0.150
C -0.810 -0.430 -0.680
C -1.330 -0.436 0.771
H 1.721 1.076 -0.834
H 1.327 -1.339 -0.347
H -2.233 -1.014 1.019
H -1.431 0.574 1.192
H -0.407 1.373 -1.121
H 0.990 1.420 0.767
H 2.431 0.416 0.612
H -1.230 -1.284 -1.231
*
```

SMILES ... C[C@H]1OC[C@H]1O

natural (NBO) population analysis, charges in e, atoms 1 to 8: -0.52, -0.69, 0.07, -0.67, 0.07, -0.10, 0.22, 0.18

=====

[4]
Computed, not measured: C4H8O2 in the gas phase, with ωB97M-V/def2-TZVPD.

```
! wB97M-V def2-TZVPD RIJCOSX def2/J DEFGRID3
* xyz 0 1
O -1.402 0.279 -1.527
O -0.819 -0.752 1.136
C 0.908 0.617 0.421
C -0.281 -0.614 -1.510
C 0.313 -0.035 1.663
C 0.695 -0.613 -0.420
H 0.061 0.647 2.485
H -0.692 -1.623 -1.577
H 1.984 0.817 0.475
H 0.993 -0.806 2.040
H -1.072 1.181 -1.632
H -1.430 -0.167 0.642
H 0.374 -0.489 -2.398
H 0.369 1.559 0.204
*
```

natural (NBO) population analysis, charges in e, atoms 1 to 8: -0.74, -0.69, -0.59, -0.26, -0.05, 0.15, 0.18, 0.22

=====

[5]
Computed, not measured: 2 unconnected molecules or ions with the total composition C4H8O2, with ωB97M-V/def2-TZVPD.

```
! wB97M-V def2-TZVPD RIJCOSX def2/J DEFGRID3
* xyz 0 1
O -0.516 -3.617 0.922
O 1.574 5.521 2.599
C -0.101 -1.790 -0.570
C -0.177 0.315 -1.984
C -0.929 -2.649 0.031
C -0.735 -0.732 -1.376
H 1.868 5.111 3.387
H 0.963 -1.763 -0.364
H 0.877 0.570 -1.942
H -0.746 1.180 -2.302
H 0.439 -3.484 0.979
H 1.222 4.835 2.058
H -1.793 -0.650 -1.154
H -1.946 -2.845 -0.282
*
```

SMILES ... C=C/C=C/O.O

natural (NBO) population analysis, charges in e, atoms 1 to 8: -0.67, -0.93, -0.36, -0.41, 0.18, -0.20, 0.47, 0.20

=====

[6]
Computed, not measured: 4 unconnected molecules or ions with the total composition C4H8O2, with ωB97M-V/def2-TZVPD.

```
! wB97M-V def2-TZVPD RIJCOSX def2/J DEFGRID3
* xyz 0 1
O -0.689 1.004 -0.394
O 0.080 -2.701 0.209
C 1.254 0.785 0.918
C 0.512 0.401 -0.189
C -0.021 -1.607 0.558
C -1.492 0.397 -1.380
H 2.329 0.633 0.894
H 0.403 -1.017 1.973
H 0.882 -0.229 1.907
H -1.801 -0.610 -1.065
H -2.374 1.026 -1.505
H 0.902 1.646 1.482
H -0.962 0.322 -2.339
H 0.977 -0.049 -1.068
*
```

natural (NBO) population analysis, charges in e, atoms 1 to 8: -0.51, -0.52, -0.60, 0.11, 0.48, -0.25, 0.23, -0.03

=====

Number 1: LUMO energy 0.97 eV, F_max 0.58 eV/A. Number 2: LUMO energy 0.88 eV, F_max 3.70 eV/A. Number 3: LUMO energy 0.90 eV, F_max 0.98 eV/A. Number 4: LUMO energy 0.55 eV, F_max 0.63 eV/A. Number 5: LUMO energy 0.77 eV, F_max 1.69 eV/A. Number 6: LUMO energy 0.96 eV, F_max 1.12 eV/A.